Entry 1:
{
  "formula": "C9H17N4",
  "method": "ωB97M-V/def2-TZVPD",
  "symbols": ["C", "C", "C", "C", "C", "C", "C", "C", "C", "N", "N", "N", "N", "H", "H", "H", "H", "H", "H", "H", "H", "H", "H", "H", "H", "H", "H", "H", "H", "H"],
  "positions_angstrom": [[1.0308, -3.2251, -1.4756], [1.9755, -1.3807, -0.7921], [2.2941, -0.0186, -0.3311], [-0.5093, -1.2830, -1.0312], [-0.1557, 0.3092, 0.1471], [0.0410, -0.2357, 1.5512], [-2.6669, 0.9718, 0.3137], [-1.0012, 2.4647, 1.1257], [-1.2791, 1.4187, 0.0275], [2.2864, -3.4468, -1.3122], [2.8733, -2.3513, -0.8112], [0.7717, -1.8922, -1.2345], [1.1223, 0.9315, -0.3900], [0.4199, -3.8657, -1.9380], [2.6366, -0.0589, 0.6559], [3.0593, 0.3937, -0.9110], [-1.0587, -1.9834, -0.3370], [-1.0558, -1.2426, -2.0544], [0.5293, 0.4818, 2.2683], [0.6395, -1.2290, 1.6317], [-1.0101, -0.2725, 1.9957], [-3.3782, 1.7854, 0.4046], [-2.6731, 0.3713, 1.1640], [-3.0687, 0.3880, -0.4937], [-0.0391, 2.9743, 1.1791], [-1.2398, 1.9382, 1.9901], [-1.6161, 3.3353, 0.9839], [-1.2295, 1.7891, -1.1049], [1.2807, 1.7933, 0.1008], [1.0211, 1.1392, -1.3226]],
  "forces_ev_per_a": [[2.121, 3.115, 0.615], [-0.316, -2.443, -0.629], [-1.282, 0.202, 0.073], [-0.788, 1.062, 1.282], [-1.688, -1.802, -2.115], [-0.181, -0.566, 1.230], [-0.714, -0.197, -1.792], [0.674, 1.090, -2.192], [1.872, 0.703, -2.060], [0.592, -1.115, 0.565], [0.152, 1.754, -0.109], [0.788, 0.608, 0.773], [0.015, -2.597, 1.975], [-2.599, -2.237, -1.366], [0.466, 0.000, 1.605], [1.225, 0.680, -1.004], [0.140, 1.199, -0.656], [0.676, 0.879, 1.933], [-0.083, -0.425, -0.984], [-1.383, 1.597, -0.241], [1.495, -0.758, -0.541], [0.225, 0.309, 0.301], [-0.387, -0.894, 1.660], [-0.121, -0.566, -0.448], [0.585, -0.600, 0.059], [-0.258, -0.188, 1.967], [-0.864, 0.055, 0.087], [0.033, -0.335, 2.389], [0.366, 0.580, 0.521], [-0.762, 0.887, -2.895]],
  "lumo_ev": -3.2,
  "charge": 1,
  "homo_energy_ev": -13.1,
  "de_lowest_kcal_mol": 60.0,
  "spin_multiplicity": 1
}



Entry 2:
{
  "formula": "C5H11IN3",
  "method": "ωB97M-V/def2-TZVPD",
  "symbols": ["C", "C", "C", "C", "C", "N", "N", "N", "I", "H", "H", "H", "H", "H", "H", "H", "H", "H", "H", "H"],
  "positions_angstrom": [[-0.1221, -0.8004, -1.2426], [2.3987, -0.0608, 1.8409], [0.9666, -1.6259, -1.5605], [-3.2204, -0.2135, -0.2864], [1.5480, 1.7875, 0.5833], [-0.9517, -0.1179, -0.8651], [2.3752, 0.6844, 0.7929], [-2.0757, 0.5082, -0.7105], [-0.2293, 2.0547, 1.9679], [3.0345, -0.9673, 1.9239], [1.8001, -0.0455, 2.7487], [1.8597, -1.5603, -0.9631], [1.1848, -1.6118, -2.5972], [0.4529, -2.6041, -1.3027], [-4.1262, -0.1483, -0.8347], [-2.8840, -1.2178, -0.4679], [-3.5915, 0.0419, 0.6609], [2.1768, 2.6500, 0.9346], [1.2379, 1.8259, -0.4084], [-1.8342, 1.4209, -0.2139]],
  "forces_ev_per_a": [[0.664, 1.221, 0.603], [0.383, -0.490, -1.087], [-0.761, -2.517, 0.484], [-0.135, -1.816, -0.480], [1.489, 1.142, 3.275], [-0.790, -0.612, -0.479], [-0.111, -2.393, 1.728], [0.889, 4.413, 0.538], [0.412, -0.152, -0.610], [0.245, 0.911, -0.714], [-0.686, 0.956, -0.188], [0.110, 0.482, 0.459], [0.241, 0.002, -1.028], [1.010, 0.346, -0.490], [-0.372, 0.797, -1.665], [-0.560, -0.957, 0.920], [0.444, -0.070, 1.916], [-0.920, -0.350, -0.920], [-0.787, 0.417, -1.496], [-0.765, -1.329, -0.766]],
  "lumo_ev": -3.4,
  "charge": 1,
  "homo_energy_ev": -13.0,
  "de_lowest_kcal_mol": 111.7,
  "spin_multiplicity": 1
}



Entry 3:
{
  "formula": "C23H42N4NbORb",
  "method": "ωB97M-V/def2-TZVPD",
  "symbols": ["N", "C", "O", "Rb", "Nb", "N", "N", "C", "C", "C", "C", "C", "C", "C", "C", "H", "H", "H", "H", "H", "H", "H", "H", "H", "H", "H", "H", "H", "H", "H", "H", "H", "H", "C", "H", "H", "H", "C", "H", "H", "H", "C", "C", "C", "C", "C", "C", "C", "C", "N", "C", "C", "C", "C", "H", "H", "H", "H", "H", "H", "H", "H", "H", "H", "H", "H", "H", "H", "H", "H", "H", "H"],
  "positions_angstrom": [[-1.8711, -0.8806, -0.6587], [-2.9786, -1.1979, -0.3035], [-4.0336, -1.4498, 0.1980], [-3.0772, 2.0214, 1.3279], [0.1031, -0.3447, -0.5647], [0.1128, 1.3640, -1.5862], [0.6789, -1.8460, -1.7061], [-0.5027, 2.1551, -2.6601], [0.0731, -2.7995, -2.6504], [-0.1882, 3.6509, -2.5154], [0.0732, 1.7036, -4.0067], [-2.0125, 1.9677, -2.6449], [-0.6298, -3.8846, -1.8523], [1.1187, -3.4451, -3.5460], [-0.9517, -2.0809, -3.5148], [-0.5000, 4.0543, -1.5418], [-0.7447, 4.1910, -3.2957], [0.8761, 3.8657, -2.6720], [1.1618, 1.8338, -4.0369], [-0.3651, 2.3237, -4.8028], [-0.1591, 0.6514, -4.2151], [-2.3196, 0.9148, -2.6834], [-2.4274, 2.4777, -3.5267], [-2.4767, 2.4342, -1.7597], [0.0709, -4.3890, -1.1791], [-1.0420, -4.6338, -2.5391], [-1.4565, -3.4609, -1.2738], [1.8133, -4.0725, -2.9816], [1.6702, -2.6931, -4.1151], [0.5977, -4.0950, -4.2587], [-1.4557, -2.8272, -4.1470], [-0.4627, -1.3424, -4.1622], [-1.7210, -1.5837, -2.9152], [1.5603, 1.6833, -1.3072], [2.0180, 0.9407, -0.6088], [2.1594, 1.6920, -2.2301], [1.6370, 2.6689, -0.8215], [2.0842, -2.0893, -1.2680], [2.3923, -1.3665, -0.4832], [2.2051, -3.1049, -0.8571], [2.7808, -1.9769, -2.1139], [0.8064, 1.9033, 5.9314], [0.5550, 1.8975, 4.4469], [0.3943, 3.1048, 3.7802], [0.1598, 3.1666, 2.4015], [-0.0580, 4.5001, 1.7343], [0.0818, 1.9533, 1.6924], [0.2738, 0.7171, 2.3408], [0.5103, 0.7012, 3.7337], [0.0989, -0.4654, 1.5620], [0.0314, -1.7984, 2.2341], [1.4035, -2.1630, 2.8237], [-1.1118, -1.8264, 3.2557], [-0.2826, -2.8942, 1.2339], [1.7131, 2.4674, 6.1797], [-0.0135, 2.3837, 6.4780], [0.9258, 0.9005, 6.3466], [0.4722, 4.0393, 4.3507], [-0.9117, 5.0462, 2.1646], [0.8149, 5.1576, 1.8502], [-0.2438, 4.4325, 0.6539], [-0.0657, 1.9472, 0.5747], [0.6612, -0.2337, 4.2705], [1.7626, -1.4481, 3.5655], [1.3221, -3.1484, 3.3108], [2.1589, -2.2044, 2.0224], [-2.0759, -1.6246, 2.7618], [-1.1353, -2.8308, 3.7111], [-0.9920, -1.1050, 4.0656], [-1.2772, -2.7858, 0.7926], [0.4849, -2.9550, 0.4498], [-0.2745, -3.8653, 1.7602]],
  "forces_ev_per_a": [[0.467, 0.684, -0.276], [-1.509, -0.119, 1.781], [2.120, 0.484, -1.496], [-0.106, -0.057, 0.109], [-1.260, -1.529, -0.286], [1.147, -1.041, 1.499], [0.591, 1.732, 1.251], [0.098, 0.079, -0.681], [-0.421, -0.279, -0.338], [-0.068, 0.161, 0.076], [-0.186, -0.083, -0.326], [-0.354, -0.035, -0.108], [-0.204, -0.349, 0.121], [0.092, -0.039, -0.221], [-0.172, 0.067, -0.369], [0.077, -0.114, -0.184], [0.194, -0.131, 0.276], [-0.236, -0.021, 0.074], [-0.250, 0.001, -0.082], [0.226, -0.250, 0.157], [0.031, 0.329, 0.076], [0.166, 0.201, -0.039], [0.028, -0.202, 0.307], [0.192, -0.079, -0.150], [-0.172, -0.030, -0.067], [0.097, 0.133, 0.173], [0.150, -0.186, -0.078], [-0.013, 0.071, -0.101], [0.042, -0.091, -0.005], [0.168, 0.148, 0.125], [0.154, 0.315, 0.118], [-0.146, -0.225, 0.083], [0.194, -0.108, -0.163], [-1.002, 0.452, -0.353], [0.074, 0.112, 0.055], [-0.152, -0.269, 0.354], [0.144, -0.476, 0.116], [-0.556, -0.410, -0.375], [-0.016, -0.053, 0.029], [-0.021, 0.372, 0.083], [-0.246, 0.188, 0.350], [0.052, 0.019, 0.322], [0.218, -0.115, 0.169], [-0.064, 0.563, -0.261], [-0.133, -0.529, 0.037], [0.011, 0.429, -0.259], [0.199, 0.215, -0.363], [-0.472, -0.262, 0.534], [-0.019, 0.144, -0.492], [0.702, 0.582, -2.332], [0.353, 0.013, 0.302], [0.088, -0.065, 0.322], [-0.059, -0.028, 0.375], [-0.035, -0.450, -0.169], [-0.136, -0.079, -0.145], [0.082, -0.054, -0.183], [-0.024, 0.049, -0.161], [-0.100, -0.366, -0.244], [0.254, -0.187, 0.024], [-0.193, -0.199, 0.062], [0.077, -0.211, 0.217], [-0.031, 0.358, 1.295], [-0.071, 0.620, -0.185], [0.052, -0.281, -0.182], [0.189, 0.336, -0.224], [-0.255, -0.123, 0.243], [0.251, -0.195, 0.110], [-0.162, 0.381, -0.226], [-0.161, -0.240, -0.167], [0.295, -0.053, 0.058], [-0.321, -0.052, 0.246], [0.046, 0.428, -0.236]],
  "lumo_ev": [-7.3, -7.3],
  "charge": 2,
  "homo_energy_ev": [-13.8, -13.8],
  "spin_multiplicity": 1
}



Entry 4:
{
  "formula": "C32H33FeIN2O2P2S",
  "method": "ωB97M-V/def2-TZVPD",
  "symbols": ["Fe", "C", "P", "C", "C", "C", "C", "C", "C", "C", "P", "C", "C", "H", "H", "H", "H", "H", "H", "H", "H", "H", "H", "H", "H", "H", "H", "H", "H", "C", "C", "C", "C", "C", "C", "C", "S", "O", "O", "N", "C", "C", "C", "C", "C", "N", "H", "H", "H", "H", "H", "H", "H", "H", "H", "H", "H", "I", "C", "C", "C", "C", "C", "C", "C", "C", "C", "C", "H", "H", "H", "H", "H", "H"],
  "positions_angstrom": [[-0.9348, -0.8839, 0.5795], [-2.0402, 2.4417, 1.5811], [-2.4342, 1.1472, 0.3533], [-2.6025, 2.1122, -1.1853], [-4.1465, 0.6763, 0.7777], [-5.1269, 1.6543, 0.9455], [-6.4120, 1.3029, 1.3222], [-6.7330, -0.0325, 1.5378], [-5.7757, -1.0143, 1.3483], [-4.4791, -0.6755, 0.9583], [-3.2418, -1.9587, 0.5531], [-3.5934, -3.3471, 1.6805], [-3.8769, -2.5754, -1.0349], [-2.6366, 3.3372, 1.4047], [-0.9820, 2.6953, 1.5041], [-2.2356, 2.0711, 2.5847], [-2.9730, 3.1108, -0.9587], [-3.3070, 1.6126, -1.8489], [-1.6361, 2.1760, -1.6819], [-4.8861, 2.6995, 0.7833], [-7.1624, 2.0710, 1.4577], [-7.7340, -0.3062, 1.8462], [-6.0398, -2.0553, 1.5056], [-4.4625, -3.9157, 1.3500], [-3.7535, -2.9869, 2.6948], [-2.7170, -3.9964, 1.6794], [-4.9260, -2.8505, -0.9296], [-3.2837, -3.4366, -1.3451], [-3.7788, -1.8044, -1.8022], [-3.8720, -2.2116, -6.8957], [-2.9281, -1.9456, -5.7539], [-1.8434, -2.7929, -5.5223], [-0.9917, -2.5886, -4.4535], [-1.2294, -1.5193, -3.5987], [-2.2804, -0.6437, -3.8220], [-3.1219, -0.8600, -4.9032], [-0.1924, -1.3307, -2.2011], [1.1719, -1.5208, -2.6038], [-0.5355, -0.0355, -1.5807], [-0.7290, -2.3635, -1.1095], [0.1274, -3.2392, -0.4364], [1.1470, -4.0108, -0.9988], [1.9397, -4.7578, -0.1559], [1.6976, -4.7406, 1.2157], [0.6460, -3.9824, 1.6736], [-0.1364, -3.2477, 0.8690], [-3.3499, -2.6571, -7.7417], [-4.3607, -1.2977, -7.2308], [-4.6521, -2.9100, -6.5843], [-1.6582, -3.6179, -6.1998], [-0.1406, -3.2384, -4.2856], [-2.4104, 0.2086, -3.1685], [-3.9368, -0.1709, -5.0940], [1.3179, -3.9786, -2.0652], [2.7493, -5.3526, -0.5600], [2.3019, -5.3142, 1.9055], [0.3988, -3.9541, 2.7301], [-1.5889, -0.8524, 3.4314], [0.4387, -1.0558, 3.9090], [0.8043, -1.2903, 5.1961], [2.1819, -1.3815, 5.4924], [3.1075, -1.2402, 4.5011], [2.7193, -1.0076, 3.1579], [3.6775, -0.8819, 2.1206], [3.2899, -0.6556, 0.8380], [1.9121, -0.5476, 0.5151], [0.9506, -0.6729, 1.4855], [1.3383, -0.9032, 2.8322], [0.0681, -1.4006, 5.9818], [2.4931, -1.5556, 6.5145], [4.1649, -1.3008, 4.7289], [4.7283, -0.9768, 2.3705], [4.0281, -0.5599, 0.0506], [1.6519, -0.3697, -0.5197]],
  "forces_ev_per_a": [[0.417, -0.755, -0.870], [0.029, -0.010, -0.057], [-0.163, 0.343, 0.465], [0.088, -0.194, -0.056], [0.004, -0.166, 0.006], [0.017, 0.001, 0.026], [-0.006, 0.008, 0.014], [-0.017, 0.026, 0.007], [0.045, -0.030, 0.002], [0.003, 0.096, -0.003], [-0.309, 0.068, 0.233], [0.093, 0.002, -0.022], [0.219, 0.060, -0.146], [0.009, -0.008, 0.013], [-0.013, 0.019, -0.012], [0.030, -0.005, 0.013], [-0.041, -0.001, -0.002], [0.006, 0.022, -0.001], [0.001, 0.050, 0.017], [-0.013, -0.040, 0.043], [0.006, -0.021, -0.009], [0.023, 0.008, -0.010], [0.006, 0.070, -0.024], [-0.012, 0.019, 0.009], [-0.007, -0.019, 0.003], [-0.034, -0.028, 0.002], [-0.015, -0.019, 0.002], [-0.036, 0.024, 0.006], [0.000, -0.052, 0.039], [0.049, 0.018, 0.054], [-0.042, 0.025, -0.061], [0.011, -0.032, -0.035], [0.010, 0.034, 0.046], [-0.119, 0.020, -0.033], [0.064, -0.013, -0.044], [-0.012, -0.018, 0.008], [0.091, -0.203, -0.050], [-0.033, -0.005, -0.031], [0.013, 0.177, 0.111], [0.382, 0.400, 0.444], [-0.024, -0.201, -0.158], [-0.101, 0.079, -0.162], [0.034, -0.005, 0.007], [0.000, -0.083, -0.022], [-0.317, 0.039, 0.177], [0.167, -0.058, 0.224], [-0.012, 0.011, 0.006], [0.017, -0.006, 0.006], [0.012, 0.005, -0.011], [-0.024, 0.005, 0.021], [-0.056, 0.010, -0.026], [-0.016, -0.067, -0.051], [0.018, -0.028, 0.007], [0.029, -0.029, 0.051], [-0.018, 0.022, -0.004], [-0.032, 0.038, -0.027], [0.030, 0.057, -0.021], [-0.150, -0.005, 0.265], [-0.173, 0.114, -0.294], [0.104, -0.037, 0.124], [-0.023, -0.014, 0.098], [0.055, 0.014, -0.099], [-0.150, -0.003, 0.044], [0.114, -0.048, 0.122], [-0.073, 0.037, -0.201], [0.275, 0.078, 0.291], [-0.785, 0.153, -0.477], [0.365, 0.002, 0.006], [0.025, 0.021, -0.031], [-0.019, -0.006, -0.036], [-0.013, -0.015, 0.000], [-0.036, 0.027, 0.008], [-0.032, -0.006, 0.027], [0.064, 0.026, 0.039]],
  "lumo_ev": [-2.1, -3.7],
  "s2": 8.766,
  "charge": 1,
  "homo_energy_ev": [-10.6, -10.6],
  "spin_multiplicity": 6
}



Entry 5:
{
  "formula": "H3NO3P",
  "method": "ωB97M-V/def2-TZVPD",
  "symbols": ["O", "P", "O", "N", "O", "H", "H", "H"],
  "positions_angstrom": [[0.4023, 1.4845, -0.1816], [0.3413, 0.0640, 0.3557], [1.5794, -0.7635, -0.3723], [-0.9515, -0.8561, -0.0059], [-2.1756, -0.1582, -0.1065], [1.1996, 0.2300, 1.6308], [1.5323, -0.7263, -1.2859], [-1.9279, 0.7256, -0.0343]],
  "forces_ev_per_a": [[-1.032, -0.549, 0.659], [1.998, 0.929, -1.319], [0.141, -0.485, 3.546], [2.040, -0.462, 0.688], [-1.461, -1.675, 0.214], [-1.501, -0.751, -0.900], [-0.552, 0.159, -2.758], [0.366, 2.834, -0.130]],
  "lumo_ev": 4.4,
  "smiles": "[O-][P@H](O)=NO",
  "charge": -1,
  "homo_energy_ev": -3.0,
  "de_lowest_kcal_mol": 106.1,
  "spin_multiplicity": 1
}



Entry 6:
{
  "formula": "C5H11NO",
  "method": "ωB97M-V/def2-TZVPD",
  "symbols": ["C", "O", "C", "C", "N", "C", "C", "H", "H", "H", "H", "H", "H", "H", "H", "H", "H", "H"],
  "positions_angstrom": [[2.9958, 0.6649, -0.3584], [1.8072, 0.9383, 0.3324], [0.8745, -0.1127, 0.1639], [-0.2558, -0.0687, 1.1961], [-1.1160, -0.6424, 0.0846], [-2.5808, -0.6036, 0.0798], [-0.2560, 0.1738, -0.8563], [3.7776, 1.3380, 0.0146], [2.8887, 0.8391, -1.4445], [3.2997, -0.3818, -0.2181], [-0.7436, -1.5897, -0.0248], [-0.2442, -0.6725, 2.1114], [-0.6959, 0.9276, 1.4113], [-2.9230, 0.4220, 0.2201], [-2.9609, -1.2334, 0.8886], [-2.9447, -0.9822, -0.8791], [-0.6881, 1.1945, -0.8390], [-0.2346, -0.2108, -1.8825]],
  "forces_ev_per_a": [[0.435, 0.041, -0.230], [-0.158, -0.158, 0.030], [-0.109, 0.352, 0.066], [-0.128, -0.134, 0.278], [-0.042, -0.113, -0.013], [-0.073, 0.064, 0.006], [-0.132, -0.090, -0.329], [-0.145, -0.086, -0.039], [-0.008, -0.039, 0.202], [-0.044, 0.198, 0.039], [-0.084, 0.020, -0.003], [0.042, 0.059, -0.180], [0.156, -0.084, -0.072], [0.064, -0.132, -0.012], [0.049, 0.105, -0.098], [0.047, 0.064, 0.133], [0.129, -0.093, 0.045], [0.002, 0.024, 0.175]],
  "lumo_ev": 0.6,
  "charge": 0,
  "homo_energy_ev": -6.2,
  "de_lowest_kcal_mol": 121.7,
  "spin_multiplicity": 1
}